a.
This record from the OMol25 dataset describes a single C3H4N2OS molecule. The level of theory is the ωB97M-V functional and the def2-TZVPD basis.

Calculated values
**HOMO (alpha / beta)**: -5.878 / -9.500 eV
**Orbital gap (alpha / beta)**: 0.218 / 0.251 Eh
**Multiplicity**: 3

Last columns: bonded neighbours and bond lengths (Å).
Cartesian coordinates (Å):
1 C -1.329 0.012 -0.214  C2 1.380, C3 1.446, H8 1.123
2 C -0.596 1.176 -0.315  C1 1.380, O6 1.292, H9 1.089
3 C -0.842 -1.348 -0.262  C1 1.446, N4 1.289, H10 1.097
4 N 0.406 -1.673 -0.255  C3 1.289, S7 2.049
5 N 2.099 0.062 1.411  S7 1.548, H11 0.970
6 O 0.658 1.386 -0.548  C2 1.292, S7 1.930
7 S 1.750 -0.136 -0.084  N4 2.049, N5 1.548, O6 1.930
8 H -2.444 -0.018 -0.342  C1 1.123
9 H -1.138 2.121 -0.330  C2 1.089
10 H -1.447 -2.207 -0.578  C3 1.097
11 H 2.882 0.624 1.516  N5 0.970

b.
This record from the OMol25 dataset describes a single C3H4N2OS molecule. The level of theory is the ωB97M-V functional and the def2-TZVPD basis.

Calculated values
**HOMO (alpha / beta)**: -5.727 / -8.807 eV
**Orbital gap (alpha / beta)**: 0.219 / 0.288 Eh
**Multiplicity**: 3

Last columns: bonded neighbours and bond lengths (Å).
Cartesian coordinates (Å):
1 C -0.571 1.582 0.071  C2 1.411, C3 1.359, H8 1.108
2 C 0.735 1.063 -0.055  C1 1.411, N4 1.332, H9 1.035
3 C -1.628 0.729 0.128  C1 1.359, S7 1.567
4 N 0.862 -0.261 -0.133  C2 1.332, N5 1.294, H10 1.016
5 N -0.010 -1.195 0.076  N4 1.294, O6 1.420
6 O 0.778 -2.357 -0.131  N5 1.420, H11 0.990
7 S -2.835 -0.230 -0.150  C3 1.567
8 H -0.824 2.640 0.276  C1 1.108
9 H 1.488 1.757 0.097  C2 1.035
10 H 1.804 -0.603 -0.293  N4 1.016
11 H 0.201 -3.123 0.115  O6 0.990

Which is the most stable structure? b is the most stable.